(1)
{
  "formula": "C11H17Cl3GeN4O4Ti",
  "method": "ωB97M-V with the def2-TZVPD basis set",
  "symbols": ["Ti", "O", "N", "N", "O", "C", "C", "C", "C", "C", "C", "H", "H", "H", "H", "H", "C", "N", "C", "C", "O", "N", "C", "C", "H", "H", "H", "H", "H", "H", "H", "H", "H", "H", "H", "H", "O", "Cl", "Ge", "Cl", "Cl"],
  "coordinates": [[-0.5684, -0.8889, -0.1254], [1.6547, -1.1377, -0.4407], [2.3177, -1.3511, 0.6074], [1.6018, -1.3450, 1.6597], [0.2900, -1.1258, 1.6034], [2.1784, -1.5997, 2.9486], [3.5344, -1.8752, 3.0608], [4.0563, -2.1207, 4.3190], [3.2406, -2.0935, 5.4435], [1.8901, -1.8189, 5.3055], [1.3450, -1.5694, 4.0535], [4.1604, -1.9031, 2.1821], [5.1110, -2.3402, 4.4174], [3.6582, -2.2907, 6.4216], [1.2450, -1.8008, 6.1738], [0.2937, -1.3629, 3.9286], [0.0501, 3.2968, -0.6280], [-0.8848, 2.8865, -1.6674], [-1.1063, 3.8653, -2.7231], [-1.1161, 1.5707, -1.8406], [-0.3462, 0.7460, -1.2553], [-2.1219, 1.1740, -2.6337], [-2.1932, -0.2072, -3.0962], [-3.3744, 1.9144, -2.7290], [-0.1761, 4.3269, -0.3569], [1.0843, 3.2354, -0.9738], [-0.0642, 2.6681, 0.2494], [-0.1492, 4.3134, -2.9977], [-1.7781, 4.6582, -2.3911], [-1.5230, 3.3891, -3.6045], [-1.1962, -0.5993, -3.2817], [-2.7381, -0.2182, -4.0393], [-2.7239, -0.8414, -2.3809], [-3.3479, 2.7970, -2.0978], [-4.1826, 1.2694, -2.3807], [-3.5811, 2.2093, -3.7590], [-2.0879, -0.8101, 0.3855], [0.5003, -4.6418, -0.4268], [-0.6613, -3.1476, -1.5229], [-2.5524, -4.1512, -1.8964], [0.2611, -3.0799, -3.5105]],
  "forces_ev_per_angstrom": [[0.41, 0.11, -0.27], [-0.20, 0.05, 0.10], [-0.03, -0.01, -0.09], [0.08, -0.08, 0.29], [0.12, -0.01, -0.05], [-0.08, 0.03, -0.10], [0.01, -0.01, 0.04], [0.02, 0.00, -0.01], [0.00, 0.00, -0.02], [-0.03, 0.01, -0.01], [0.05, -0.01, 0.04], [0.00, 0.00, -0.01], [0.00, 0.00, 0.01], [0.00, 0.00, 0.00], [0.01, 0.00, 0.01], [-0.01, 0.00, -0.01], [0.00, 0.00, 0.00], [0.04, 0.03, 0.00], [-0.04, 0.01, 0.02], [0.07, 0.13, 0.11], [-0.16, -0.23, -0.16], [-0.04, -0.04, 0.03], [-0.02, -0.06, 0.01], [0.00, 0.01, -0.01], [0.00, 0.00, 0.01], [0.00, -0.01, -0.01], [0.00, 0.00, 0.01], [0.00, 0.00, 0.01], [-0.01, 0.00, -0.01], [0.02, 0.00, -0.01], [0.01, -0.01, 0.03], [0.01, 0.00, 0.00], [0.03, -0.01, 0.01], [0.00, -0.01, 0.01], [0.01, 0.00, -0.01], [0.00, 0.01, 0.00], [-0.31, 0.08, 0.00], [0.02, -0.06, -0.05], [0.08, 0.17, 0.24], [-0.07, -0.04, -0.09], [0.00, -0.05, -0.05]],
  "lowdin_charge": [0.735, -0.194, 0.015, -0.179, -0.197, -0.162, -0.016, -0.076, -0.086, -0.072, -0.006, 0.110, 0.106, 0.103, 0.107, 0.115, -0.019, -0.123, -0.036, -0.442, -0.092, -0.113, -0.041, -0.029, 0.096, 0.104, 0.095, 0.099, 0.097, 0.086, 0.053, 0.104, 0.078, 0.089, 0.104, 0.097, -0.384, 0.045, -0.261, 0.046, 0.047],
  "orbital_gap_ha": 0.326,
  "total_energy_ev": -143035.6898,
  "lumo_energy_ev": 0.04,
  "homo_energy_ev": -8.84
}

=====

(2)
{
  "formula": "C15H39Br2IO5PS",
  "method": "ωB97M-V with the def2-TZVPD basis set",
  "symbols": ["C", "C", "Br", "C", "Br", "S", "P", "O", "I", "H", "H", "H", "H", "H", "H", "H", "C", "C", "C", "O", "H", "H", "H", "H", "H", "H", "H", "H", "C", "C", "C", "O", "H", "H", "H", "H", "H", "H", "H", "H", "C", "C", "C", "O", "H", "H", "H", "H", "H", "H", "H", "H", "C", "C", "C", "O", "H", "H", "H", "H", "H", "H", "H", "H"],
  "coordinates": [[4.6690, -0.3036, 5.1178], [3.7668, 0.5619, 5.9857], [2.6752, -0.5080, 7.1796], [2.8581, 1.5441, 5.2518], [3.9067, 2.9669, 4.4685], [1.9897, 0.7597, 3.8346], [-0.1054, 0.0245, 4.2194], [-0.1525, 0.5362, 5.7541], [0.4074, -2.3187, 4.3728], [5.5665, 0.2509, 4.8444], [4.1756, -0.6573, 4.2119], [4.9814, -1.1808, 5.6782], [4.3794, 1.1833, 6.6353], [2.1191, 2.0009, 5.9009], [1.6408, 1.8547, 3.1420], [-1.0009, 0.3243, 6.1885], [3.4606, 0.6683, -1.3290], [2.2738, 0.8845, -0.4156], [2.0099, 2.3601, -0.1710], [2.4480, 0.1928, 0.8366], [4.3715, 1.0815, -0.8837], [3.6260, -0.3942, -1.5088], [3.2991, 1.1608, -2.2879], [1.3849, 0.4273, -0.8551], [2.8783, 2.8242, 0.3083], [1.1382, 2.5001, 0.4731], [1.8292, 2.8815, -1.1112], [3.2595, 0.5441, 1.2245], [0.9617, 0.2902, -5.6648], [0.9684, 0.8920, -4.2725], [-0.3723, 1.5139, -3.9206], [2.0277, 1.8446, -4.1251], [0.7672, 1.0698, -6.4075], [1.9263, -0.1614, -5.8971], [0.1831, -0.4670, -5.7497], [1.2055, 0.1132, -3.5418], [-0.6047, 2.3241, -4.6175], [-0.3528, 1.9309, -2.9120], [-1.1642, 0.7674, -3.9823], [1.8783, 2.5552, -4.7595], [-2.9448, -2.7772, -2.8082], [-2.5067, -2.5908, -4.2515], [-2.4308, -3.9091, -5.0014], [-1.2563, -1.8985, -4.3140], [-2.2270, -3.4090, -2.2765], [-2.9997, -1.8151, -2.2978], [-3.9222, -3.2578, -2.7529], [-3.2072, -1.9245, -4.7589], [-1.6998, -4.5709, -4.5277], [-2.1236, -3.7454, -6.0336], [-3.3955, -4.4176, -5.0015], [-0.5924, -2.4500, -3.8833], [-4.8546, -1.0029, 1.9032], [-4.3297, 0.1283, 2.7675], [-4.3651, 1.4664, 2.0521], [-2.9947, -0.1649, 3.2199], [-4.2455, -1.1023, 0.9997], [-4.8226, -1.9485, 2.4433], [-5.8829, -0.8129, 1.5957], [-4.9167, 0.1890, 3.6854], [-3.7441, 1.4299, 1.1520], [-3.9896, 2.2608, 2.6971], [-5.3806, 1.7195, 1.7480], [-2.4477, -0.2393, 2.4280]],
  "forces_ev_per_angstrom": [[0.04, -0.03, 0.04], [0.14, 0.15, -0.13], [-0.10, -0.10, -0.01], [-0.14, 0.10, 0.01], [0.07, 0.05, -0.07], [0.39, -0.40, -0.24], [-0.20, 0.10, 0.07], [-0.43, -0.08, -0.12], [0.01, -0.10, 0.01], [-0.06, 0.04, -0.11], [0.01, -0.01, 0.05], [0.05, 0.03, 0.04], [-0.07, -0.06, 0.14], [0.03, -0.02, 0.09], [-0.03, 0.15, 0.15], [0.25, 0.13, -0.08], [0.10, -0.10, -0.05], [-0.09, 0.07, -0.11], [-0.01, -0.02, 0.06], [-0.05, 0.20, 0.20], [-0.03, 0.03, 0.02], [-0.02, -0.01, 0.03], [-0.01, 0.01, 0.01], [0.00, -0.02, 0.01], [0.00, 0.01, -0.02], [-0.01, 0.00, -0.01], [0.00, -0.01, -0.01], [0.09, -0.15, -0.10], [0.07, 0.02, -0.05], [-0.07, 0.00, -0.02], [0.02, 0.02, 0.04], [-0.03, 0.04, 0.06], [-0.03, -0.01, 0.00], [0.00, 0.00, 0.02], [0.00, 0.00, 0.00], [0.01, -0.01, -0.01], [-0.02, -0.01, -0.01], [0.00, 0.00, 0.00], [0.00, -0.01, 0.00], [0.03, -0.03, 0.00], [0.03, 0.04, 0.02], [-0.03, -0.04, 0.00], [0.04, 0.02, -0.02], [0.00, 0.00, 0.08], [-0.02, -0.02, 0.00], [0.00, 0.00, -0.01], [0.00, 0.00, -0.01], [0.00, 0.00, 0.00], [-0.02, -0.01, 0.01], [0.00, 0.00, 0.00], [0.00, 0.00, 0.01], [-0.01, -0.01, -0.05], [0.06, -0.04, 0.03], [-0.15, 0.01, 0.04], [0.07, 0.01, 0.03], [0.19, 0.03, -0.01], [-0.02, 0.01, -0.02], [0.00, 0.00, 0.00], [0.00, 0.01, 0.00], [0.01, 0.00, 0.00], [-0.02, 0.00, -0.02], [-0.01, 0.00, 0.00], [0.00, -0.01, 0.00], [-0.04, -0.03, 0.00]],
  "lowdin_charge": [-0.146, -0.854, 0.755, -0.999, 0.789, 0.705, 0.343, -0.463, 0.511, 0.085, 0.057, 0.077, 0.087, 0.054, -0.040, 0.090, -0.048, -0.485, -0.053, -0.113, 0.087, 0.087, 0.064, 0.134, 0.083, 0.071, 0.082, 0.061, -0.052, -0.500, -0.052, -0.072, 0.086, 0.083, 0.064, 0.126, 0.085, 0.070, 0.068, 0.092, -0.063, -0.495, -0.057, -0.070, 0.080, 0.072, 0.082, 0.140, 0.083, 0.082, 0.083, 0.092, -0.053, -0.489, -0.057, -0.139, 0.079, 0.082, 0.087, 0.139, 0.083, 0.079, 0.086, 0.058],
  "orbital_gap_ha": 0.288,
  "total_charge": 1,
  "total_energy_ev": -194728.7738,
  "lumo_energy_ev": -4.09,
  "homo_energy_ev": -11.92
}

=====

(3)
{
  "formula": "C6H4",
  "method": "ωB97M-V with the def2-TZVPD basis set",
  "symbols": ["C", "C", "C", "C", "C", "C", "H", "H", "H", "H"],
  "coordinates": [[0.6481, -1.3232, -0.2465], [-0.3918, -0.9505, 0.5617], [-1.7630, -0.4183, 0.2091], [-0.2123, 0.5828, 0.6457], [1.0912, 0.1792, -0.1983], [-1.5906, 0.9238, 0.1893], [1.2643, -2.1041, -0.4678], [1.9504, 0.3857, 0.3994], [1.0451, 0.8653, -1.0713], [-2.0413, 1.8592, -0.0212]],
  "forces_ev_per_angstrom": [[-0.91, 4.09, 1.92], [-1.87, 0.81, 0.16], [1.41, 0.36, -1.07], [0.77, -1.93, -0.47], [-1.85, 1.18, -0.82], [1.19, -1.33, 1.21], [0.83, -2.25, -0.96], [0.68, 0.09, 0.44], [0.46, -1.20, -0.28], [-0.71, 0.19, -0.13]],
  "lowdin_charge": [0.040, -0.155, 0.075, -0.130, -0.126, -0.055, 0.063, 0.091, 0.119, 0.078],
  "orbital_gap_ha": [0.268, 0.255],
  "total_energy_ev": -6277.2017,
  "lumo_energy_ev": [-0.43, -0.71],
  "homo_energy_ev": [-7.72, -7.64]
}